Molecular formula: C26H48F6HgO18S8
Method: DFT, ωB97M-V with the def2-TZVPD basis set

Summary:
Frontier orbital gap (eV): 9.81
Highest occupied orbital energy (eV): -9.5
LUMO energy (Ha): 0.01185
Molecular weight (g mol⁻¹): 1219.8

ORCA input file:
```
! RIJCOSX wB97M-V def2-TZVPD def2/J DEFGRID3
* xyz 0 1
Hg 19.993 22.808 -13.396
C 17.500 18.884 -12.115
F 17.965 19.179 -10.896
F 17.233 17.580 -12.175
F 16.344 19.530 -12.271
S 18.693 19.360 -13.420
O 18.010 19.045 -14.651
O 18.894 20.776 -13.182
O 19.844 18.547 -13.090
C 17.561 26.744 -12.859
F 18.766 27.261 -13.157
F 16.839 27.689 -12.276
F 16.993 26.436 -14.024
S 17.715 25.247 -11.811
O 16.460 24.562 -11.950
O 18.854 24.589 -12.427
O 18.015 25.788 -10.505
C 22.142 27.346 -10.615
C 22.208 27.474 -12.139
C 23.055 26.308 -12.654
S 22.590 24.936 -11.605
O 23.787 24.333 -11.085
O 21.613 24.133 -12.277
C 21.749 25.892 -10.356
H 21.377 28.035 -10.257
H 23.076 27.613 -10.115
H 22.618 28.432 -12.453
H 21.191 27.360 -12.519
H 24.117 26.500 -12.513
H 22.856 26.081 -13.699
H 21.925 25.465 -9.375
H 20.678 25.809 -10.571
C 18.068 21.429 -8.051
C 19.353 20.671 -7.689
C 20.168 20.629 -8.962
S 20.055 22.309 -9.581
O 19.837 22.268 -11.003
O 21.116 23.105 -9.019
C 18.501 22.690 -8.772
H 17.457 21.636 -7.176
H 17.463 20.827 -8.733
H 19.116 19.660 -7.353
H 19.863 21.181 -6.869
H 19.638 20.023 -9.702
H 21.206 20.309 -8.922
H 17.829 23.113 -9.520
H 18.705 23.550 -8.129
C 14.958 21.233 -15.413
C 15.432 21.243 -16.865
C 16.822 21.877 -16.827
S 16.760 23.168 -15.585
O 16.555 24.454 -16.206
O 17.860 22.963 -14.688
C 15.214 22.619 -14.856
H 15.477 20.461 -14.853
H 13.891 21.029 -15.299
H 14.778 21.798 -17.541
H 15.531 20.236 -17.270
H 17.238 22.223 -17.768
H 17.510 21.153 -16.381
H 14.501 23.333 -15.276
H 15.234 22.770 -13.779
C 21.630 18.950 -17.623
C 22.309 20.073 -18.419
C 22.370 21.287 -17.514
S 20.736 21.327 -16.810
O 19.834 21.857 -17.800
O 20.795 21.871 -15.477
C 20.557 19.559 -16.705
H 22.386 18.439 -17.027
H 21.194 18.206 -18.288
H 21.671 20.330 -19.271
H 23.284 19.806 -18.820
H 22.557 22.220 -18.038
H 23.054 21.134 -16.677
H 19.552 19.248 -16.974
H 20.741 19.275 -15.672
C 23.783 18.879 -11.013
C 24.936 19.567 -11.761
C 24.349 20.815 -12.390
S 22.817 20.220 -13.093
O 23.075 19.649 -14.390
O 21.799 21.217 -12.939
C 22.561 18.890 -11.908
H 23.592 19.435 -10.092
H 24.123 17.889 -10.709
H 25.370 18.944 -12.544
H 25.732 19.841 -11.069
H 24.946 21.280 -13.171
H 24.091 21.571 -11.645
H 22.410 17.992 -12.506
H 21.602 19.078 -11.430
C 19.660 26.849 -17.987
C 20.232 27.777 -16.932
C 21.111 26.947 -15.978
S 20.648 25.234 -16.245
O 20.197 24.607 -15.030
O 21.709 24.634 -17.015
C 19.223 25.584 -17.256
H 20.428 26.499 -18.687
H 18.869 27.294 -18.588
H 19.479 28.265 -16.313
H 20.823 28.591 -17.354
H 20.823 27.166 -14.947
H 22.188 27.048 -16.073
H 18.383 25.793 -16.588
H 19.002 24.688 -17.833
*
```

Results of the Löwdin charge analysis, in e, for atoms 1 through 99: number 1, Hg, carries 1.22; number 2, C, carries -0.67; number 3, F, carries 0.12; number 4, F, carries 0.14; number 5, F, carries 0.13; number 6, S, carries 0.48; number 7, O, carries -0.28; number 8, O, carries -0.36; number 9, O, carries -0.29; number 10, C, carries -0.67; number 11, F, carries 0.10; number 12, F, carries 0.15; number 13, F, carries 0.13; number 14, S, carries 0.47; number 15, O, carries -0.28; number 16, O, carries -0.38; number 17, O, carries -0.30; number 18, C, carries -0.20; number 19, C, carries -0.21; number 20, C, carries -0.21; number 21, S, carries 0.68; number 22, O, carries -0.30; number 23, O, carries -0.37; number 24, C, carries -0.21; number 25, H, carries 0.12; number 26, H, carries 0.12; number 27, H, carries 0.12; number 28, H, carries 0.10; number 29, H, carries 0.11; number 30, H, carries 0.09; number 31, H, carries 0.10; number 32, H, carries 0.10; number 33, C, carries -0.20; number 34, C, carries -0.21; number 35, C, carries -0.22; number 36, S, carries 0.70; number 37, O, carries -0.37; number 38, O, carries -0.30; number 39, C, carries -0.20; number 40, H, carries 0.12; number 41, H, carries 0.11; number 42, H, carries 0.12; number 43, H, carries 0.12; number 44, H, carries 0.09; number 45, H, carries 0.10; number 46, H, carries 0.10; number 47, H, carries 0.12; number 48, C, carries -0.21; number 49, C, carries -0.20; number 50, C, carries -0.22; number 51, S, carries 0.69; number 52, O, carries -0.32; number 53, O, carries -0.36; number 54, C, carries -0.20; number 55, H, carries 0.10; number 56, H, carries 0.12; number 57, H, carries 0.12; number 58, H, carries 0.12; number 59, H, carries 0.10; number 60, H, carries 0.09; number 61, H, carries 0.11; number 62, H, carries 0.11; number 63, C, carries -0.19; number 64, C, carries -0.22; number 65, C, carries -0.22; number 66, S, carries 0.68; number 67, O, carries -0.30; number 68, O, carries -0.37; number 69, C, carries -0.20; number 70, H, carries 0.11; number 71, H, carries 0.11; number 72, H, carries 0.11; number 73, H, carries 0.12; number 74, H, carries 0.10; number 75, H, carries 0.11; number 76, H, carries 0.11; number 77, H, carries 0.08; number 78, C, carries -0.20; number 79, C, carries -0.22; number 80, C, carries -0.21; number 81, S, carries 0.69; number 82, O, carries -0.30; number 83, O, carries -0.37; number 84, C, carries -0.21; number 85, H, carries 0.11; number 86, H, carries 0.12; number 87, H, carries 0.12; number 88, H, carries 0.12; number 89, H, carries 0.11; number 90, H, carries 0.10; number 91, H, carries 0.11; number 92, H, carries 0.08; number 93, C, carries -0.21; number 94, C, carries -0.20; number 95, C, carries -0.21; number 96, S, carries 0.68; number 97, O, carries -0.37; number 98, O, carries -0.30; number 99, C, carries -0.21